{"formula": "C4H10O2S2", "method": "ωB97M-V/def2-TZVPD", "species": ["C", "C", "O", "C", "S", "S", "C", "O", "H", "H", "H", "H", "H", "H", "H", "H", "H", "H"], "positions_angstrom": [[-2.0567, -0.5258, 0.9219], [-1.2120, -0.0058, -0.1860], [-1.4854, -0.7862, -1.4152], [0.5494, 0.0491, 0.1017], [0.7145, 0.6415, 1.7944], [1.3749, -1.6146, 0.1341], [1.0786, 0.9685, -1.0051], [2.5109, 1.0950, -1.0349], [-2.9667, -0.7585, 0.4134], [-1.6870, -1.5166, 1.1995], [-2.1852, 0.1367, 1.6517], [-1.4041, 1.0446, -0.4140], [-0.5575, -1.0816, -1.7224], [0.3311, -0.4978, 2.2475], [2.6531, -1.2854, 0.4900], [0.6504, 1.8992, -0.8422], [0.7892, 0.5577, -1.9837], [2.9025, 1.6801, -0.3508]], "smiles": "C[C@H](O)C(S)(S)CO", "orbital_gap_ha": 0.342, "e_tot_ha": -1105.191723, "e_above_lowest_ev": 2.429, "fmax_ha_per_bohr": 0.0919}